C16H13F2NO5S2 | wB97M-V/def2-TZVPD

Structure (XYZ):
```
39
Properties=species:S:1:pos:R:3:forces:R:3
C 2.493156 -0.599508 4.089926 0.6047 -0.5306 -0.3132
S 2.052454 -0.913836 2.387451 -0.3592 -2.5650 -0.8053
O 0.943747 -1.878287 2.304836 1.1710 1.4685 0.6172
O 3.237382 -1.322284 1.654599 -0.7521 1.1258 0.5138
N 1.472660 0.588642 1.902550 0.9902 -0.6671 2.0614
C 1.162751 0.774045 0.581545 0.5588 0.0413 -1.8516
C 2.168234 0.716019 -0.393191 0.6808 0.3806 -1.2986
C 1.892934 1.123095 -1.724694 -0.5710 -0.4753 2.5286
C 0.604918 1.556795 -2.025691 1.4929 -0.1525 0.2983
C -0.417766 1.558340 -1.097145 -0.7068 -0.5343 -0.3686
C -0.135253 1.101839 0.188329 -1.4557 -0.2140 -0.2107
S -1.586726 0.885565 1.269661 -0.5436 3.4542 1.1829
O -2.348699 2.132804 1.126043 0.3731 -2.0832 -0.7451
O -1.153456 0.712677 2.659459 0.0594 -1.1592 -1.1443
C -2.508473 -0.559774 0.693052 0.0991 0.2265 0.3332
C -2.228934 -1.793818 1.291093 -0.2888 -1.1765 0.0688
C -2.900189 -2.950538 0.868075 -0.9669 0.7405 -1.3334
C -3.883755 -2.853824 -0.156798 1.1541 1.4289 1.3260
F -4.547924 -3.932981 -0.544590 0.0202 -0.2081 -0.1048
C -4.224839 -1.615209 -0.705805 0.5395 -0.5683 0.4796
C -3.536623 -0.489089 -0.262844 0.0519 0.3532 -0.2738
F -3.888388 0.700888 -0.799801 0.3373 -0.7265 0.2661
C 0.631877 1.956674 -3.418861 -2.3140 0.9481 -2.0045
O -0.350300 2.325954 -4.040117 0.3980 -0.0585 0.2699
C 1.991214 1.811022 -4.050966 1.1982 -0.0446 1.4199
C 2.828033 1.183804 -2.877911 0.3366 0.2660 -0.7721
H 3.374445 0.037561 4.169270 -0.1737 0.0567 -0.3272
H 2.725076 -1.556998 4.584857 -0.2678 0.2366 -0.5202
H 1.649548 -0.154088 4.554070 -0.7797 0.4395 0.5535
H 0.716551 0.854163 2.541113 -0.0602 -0.1709 -0.1924
H 3.203956 0.409956 -0.169656 -0.7613 0.2037 0.3063
H -1.436731 1.792320 -1.454594 0.5730 0.0303 0.5459
H -1.525936 -1.933625 2.127638 -0.1400 0.5664 -0.6735
H -2.715500 -3.932067 1.255532 0.2440 -0.1758 0.3922
H -4.993953 -1.582198 -1.456591 -0.1313 0.3254 -0.1188
H 2.408411 2.775298 -4.398298 -0.4175 -0.4057 0.2640
H 1.956877 1.144791 -4.898781 -0.2083 -0.1275 -0.2870
H 3.135085 0.175180 -3.139345 0.1962 -0.1489 -0.0133
H 3.734135 1.750690 -2.633419 -0.1810 -0.0997 -0.0693
```
Positions in Å, forces in eV/Å.

As for the orbital gap: 9.20 eV. As for the SMILES: CS(=O)(=O)Nc1cc2c(cc1S(=O)(=O)c1ccc(F)cc1F)C(=O)CC2. The value obtained for the total energy is -55634.3305 eV. For the energy relative to the best compared isomer or geometry (same formula, charge and spin), the calculation gives 0.0 kJ/mol.